This record from the OMol25 dataset describes one molecule with the formula C7H10O. The level of theory is the ωB97M-V functional and the def2-TZVPD basis.

```
18
C7H10O (the ωB97M-V functional and the def2-TZVPD basis)
O 2.87930 -0.04111 -0.01938
C -0.73568 0.53954 0.80376
C 0.66242 -0.80489 -0.79858
C -0.93995 -0.50889 -0.98098
C -1.55132 -0.84818 0.45599
C 1.53103 0.26913 -0.47891
C -1.03810 1.15282 -0.54772
C 0.77148 -0.20725 0.56670
H -1.91274 1.80042 -0.69095
H -0.30007 2.00341 -0.88867
H -2.68340 -0.84274 0.39891
H 1.08996 -1.82222 -0.61162
H 1.26754 -0.64334 1.39266
H 2.95271 0.28294 1.00396
H -1.38703 -1.15631 -1.83607
H 1.39590 1.35709 -0.81676
H -0.77335 1.09922 1.88064
H -1.22871 -1.62964 1.16701
```

- F_max (eV/A) = 7.195
- molar mass (g mol⁻¹) = 110.2
- SMILES = O[C@@H]1[C@H]2[C@H]3C[C@H](C3)[C@@H]12
- DFT total energy (Ha) = -347.7419
- HOMO-LUMO gap (eV) = 10.099

natural (NBO) population analysis, charges in e, atoms 1 to 4: number 1, O, carries -0.720; number 2, C, carries -0.216; number 3, C, carries -0.281; number 4, C, carries -0.178